Entry 1:
{
  "formula": "C32H53N4RuSSi4Te",
  "method": "wB97M-V/def2-TZVPD",
  "symbols": ["Ru", "N", "C", "C", "C", "C", "C", "C", "S", "N", "C", "C", "C", "C", "C", "C", "N", "H", "H", "H", "H", "H", "H", "H", "H", "H", "C", "Si", "C", "C", "C", "C", "C", "C", "C", "C", "N", "Si", "C", "C", "C", "H", "H", "H", "H", "H", "H", "H", "H", "H", "H", "H", "H", "H", "H", "H", "H", "H", "H", "H", "H", "H", "H", "C", "Si", "C", "C", "C", "Te", "C", "Si", "C", "C", "C", "H", "H", "H", "H", "H", "H", "H", "H", "H", "H", "H", "H", "H", "H", "H", "H", "H", "H", "H", "H", "H", "H"],
  "xyz": [[0.097, 0.288, 0.495], [-0.730, 4.757, -1.328], [-1.754, 5.581, -0.819], [-1.930, 6.868, -1.295], [-2.947, 7.668, -0.791], [-3.802, 7.175, 0.178], [-3.638, 5.876, 0.646], [-2.610, 5.093, 0.156], [-2.383, 3.460, 0.797], [-1.170, 2.772, -0.134], [-0.548, 3.444, -1.041], [0.431, 2.733, -1.886], [0.782, 3.219, -3.139], [1.715, 2.538, -3.903], [2.280, 1.389, -3.385], [1.837, 0.946, -2.151], [0.932, 1.587, -1.411], [-0.118, 5.182, -2.001], [-1.271, 7.250, -2.068], [-3.068, 8.676, -1.161], [-4.592, 7.796, 0.575], [-4.307, 5.472, 1.397], [0.314, 4.106, -3.541], [1.987, 2.904, -4.884], [3.043, 0.846, -3.924], [2.220, 0.033, -1.724], [-0.966, 0.428, 5.240], [-0.690, 1.167, 3.526], [-0.708, 3.032, 3.791], [1.150, 0.870, 3.043], [-1.712, 0.078, 2.287], [-1.286, -1.288, 2.686], [-2.007, -2.016, 3.639], [-1.572, -3.270, 4.011], [-0.409, -3.775, 3.443], [0.257, -2.992, 2.527], [-0.164, -1.778, 2.147], [-3.316, -0.202, 1.237], [-4.540, -1.289, 2.182], [-2.585, -1.156, -0.248], [-4.463, 1.036, 0.394], [-0.356, 0.966, 5.967], [-0.701, -0.627, 5.297], [-2.010, 0.534, 5.543], [-0.094, 3.209, 4.680], [-1.695, 3.443, 3.990], [-0.254, 3.579, 2.968], [1.789, 1.442, 3.718], [1.392, 1.252, 2.032], [1.453, -0.174, 3.107], [-2.889, -1.573, 4.076], [-2.126, -3.848, 4.739], [-0.027, -4.751, 3.705], [1.172, -3.352, 2.072], [-4.172, -2.292, 2.392], [-5.446, -1.387, 1.583], [-4.830, -0.821, 3.127], [-1.994, -2.018, 0.069], [-1.961, -0.495, -0.875], [-3.384, -1.524, -0.894], [-4.911, 1.746, 1.086], [-5.275, 0.435, -0.025], [-4.001, 1.578, -0.428], [1.357, -5.386, -2.243], [0.531, -4.061, -3.296], [-1.327, -4.015, -2.989], [0.945, -4.300, -5.110], [1.231, -2.336, -2.784], [0.936, -2.140, -0.672], [2.945, -2.619, -0.080], [4.447, -1.483, -0.458], [5.910, -2.314, 0.368], [4.780, -1.341, -2.309], [4.066, 0.206, 0.306], [0.951, -6.366, -2.502], [1.191, -5.236, -1.174], [2.434, -5.428, -2.424], [-1.777, -4.975, -3.248], [-1.814, -3.252, -3.600], [-1.562, -3.816, -1.941], [0.512, -5.239, -5.463], [2.024, -4.354, -5.268], [0.548, -3.498, -5.733], [0.687, -1.543, -3.299], [2.289, -2.250, -3.027], [3.119, -3.617, -0.489], [2.884, -2.726, 1.006], [6.075, -3.308, -0.051], [5.772, -2.421, 1.445], [6.821, -1.734, 0.206], [5.113, -2.301, -2.707], [5.588, -0.624, -2.471], [3.925, -1.017, -2.899], [4.487, 0.281, 1.311], [2.988, 0.362, 0.381], [4.480, 1.027, -0.282]],
  "e_homo_ha": [-0.444, -0.444],
  "multiplicity": 6,
  "lumo_ha": [-0.200, -0.281],
  "gap_ev": [6.65, 4.43],
  "total_charge": 2,
  "de_lowest_kj_mol": 224.15
}

---

Entry 2:
{
  "formula": "C32H48CrN7O5",
  "method": "wB97M-V/def2-TZVPD",
  "symbols": ["Cr", "N", "C", "C", "C", "C", "N", "H", "H", "H", "H", "H", "H", "H", "H", "H", "H", "H", "H", "C", "O", "C", "C", "C", "C", "C", "C", "N", "C", "N", "C", "C", "C", "C", "C", "C", "O", "C", "N", "C", "C", "C", "C", "C", "C", "O", "C", "H", "H", "H", "H", "H", "H", "H", "H", "H", "H", "H", "H", "H", "H", "H", "H", "H", "H", "H", "H", "H", "H", "O", "H", "H", "C", "N", "C", "C", "C", "N", "C", "C", "O", "H", "H", "H", "H", "H", "H", "H", "H", "H", "H", "H", "H"],
  "xyz": [[-0.107, 0.795, -0.004], [1.107, 1.229, 2.060], [0.742, 1.101, 3.486], [-0.318, 0.025, 3.729], [-1.782, 0.453, 3.592], [-2.260, 0.944, 2.222], [-1.795, 0.104, 1.101], [1.901, 0.612, 1.903], [1.452, 2.172, 1.885], [0.381, 2.056, 3.874], [1.631, 0.828, 4.067], [-0.202, -0.315, 4.758], [-0.100, -0.828, 3.087], [-1.996, 1.242, 4.315], [-2.388, -0.410, 3.883], [-1.921, 1.960, 2.017], [-3.355, 0.962, 2.249], [-2.555, 0.026, 0.422], [-1.635, -0.849, 1.439], [0.922, -7.111, -0.118], [0.776, -5.733, -0.414], [1.895, -5.042, -0.767], [3.188, -5.554, -0.759], [4.260, -4.759, -1.130], [4.062, -3.447, -1.518], [2.779, -2.932, -1.554], [1.698, -3.713, -1.177], [0.379, -3.236, -1.309], [-0.021, -1.931, -1.251], [-0.917, -1.571, -2.185], [-1.517, -0.334, -2.432], [-1.366, 0.772, -1.604], [-2.100, 1.905, -1.958], [-2.849, 1.969, -3.117], [-2.941, 0.872, -3.961], [-2.292, -0.298, -3.616], [-2.310, -1.462, -4.323], [-2.969, -1.502, -5.575], [0.419, -1.076, -0.352], [1.188, -1.622, 0.699], [2.512, -1.254, 0.899], [3.245, -1.821, 1.930], [2.652, -2.755, 2.759], [1.330, -3.130, 2.578], [0.586, -2.567, 1.551], [-0.743, -2.792, 1.302], [-1.383, -3.915, 1.886], [-0.083, -7.485, 0.063], [1.535, -7.260, 0.775], [1.360, -7.650, -0.963], [3.370, -6.579, -0.483], [5.252, -5.181, -1.134], [4.896, -2.839, -1.829], [2.596, -1.928, -1.904], [-0.270, -3.916, -1.679], [-1.148, -2.253, -2.899], [-2.080, 2.767, -1.309], [-3.371, 2.876, -3.375], [-3.523, 0.938, -4.864], [-2.819, -2.515, -5.944], [-2.530, -0.788, -6.275], [-4.039, -1.312, -5.472], [2.957, -0.543, 0.215], [4.279, -1.553, 2.073], [3.223, -3.197, 3.558], [0.879, -3.846, 3.245], [-2.344, -3.989, 1.380], [-1.540, -3.773, 2.957], [-0.817, -4.831, 1.714], [1.790, 1.331, -1.185], [1.857, 0.978, -2.081], [2.056, 2.259, -1.225], [-0.767, 4.388, 2.548], [-0.682, 4.993, 1.239], [-1.014, 6.408, 1.191], [-0.198, 7.084, 0.103], [-0.450, 6.335, -1.194], [-0.186, 4.913, -1.024], [0.221, 4.224, -2.230], [-0.347, 4.265, 0.151], [-0.157, 3.021, 0.245], [-0.040, 4.853, 3.220], [-0.549, 3.330, 2.455], [-1.766, 4.529, 2.965], [-0.790, 6.845, 2.167], [-2.089, 6.526, 1.009], [0.861, 7.030, 0.361], [-0.482, 8.130, 0.000], [0.205, 6.711, -1.983], [-1.489, 6.474, -1.520], [1.230, 4.539, -2.517], [-0.459, 4.476, -3.045], [0.185, 3.148, -2.073]],
  "e_homo_ha": [-0.463, -0.462],
  "multiplicity": 4,
  "lumo_ha": [-0.188, -0.172],
  "gap_ev": [7.49, 7.89],
  "total_charge": 2
}

---

Entry 3:
{
  "formula": "CH4P2S",
  "method": "wB97M-V/def2-TZVPD",
  "symbols": ["C", "P", "P", "S", "H", "H", "H", "H"],
  "xyz": [[0.941, -0.766, -0.074], [-2.138, -0.060, -0.177], [-0.218, 0.525, 0.376], [0.642, 2.207, 0.473], [1.745, -0.866, 0.602], [1.416, -0.474, -1.019], [0.442, -1.826, -0.038], [-2.830, 1.261, -0.143]],
  "e_homo_ha": [-0.249, -0.337],
  "multiplicity": 3,
  "lumo_ha": [0.031, -0.099],
  "gap_ev": [7.61, 6.47],
  "de_lowest_kj_mol": 0.00
}

---

Entry 4:
{
  "formula": "C29H28CoN6O3SSi",
  "method": "wB97M-V/def2-TZVPD",
  "symbols": ["Co", "O", "C", "C", "C", "C", "C", "C", "C", "O", "N", "N", "C", "C", "C", "C", "C", "C", "C", "O", "H", "H", "H", "H", "H", "H", "H", "H", "H", "H", "N", "C", "S", "N", "N", "C", "C", "C", "C", "C", "C", "N", "H", "H", "H", "H", "H", "H", "H", "C", "Si", "C", "C", "C", "C", "C", "C", "C", "H", "H", "H", "H", "H", "H", "H", "H", "H", "H", "H"],
  "xyz": [[0.218, 0.074, 0.643], [1.766, -1.222, 5.319], [2.481, -2.018, 4.599], [3.779, -2.467, 5.096], [4.613, -3.183, 4.332], [4.307, -3.588, 3.025], [3.065, -3.162, 2.496], [2.175, -2.407, 3.247], [0.834, -1.932, 2.740], [0.011, 0.197, 3.702], [0.266, -2.638, 1.526], [-0.245, -1.854, 0.324], [0.955, -1.562, -0.548], [0.728, -1.193, -1.935], [1.575, -1.622, -2.921], [1.734, -1.019, -4.154], [0.950, 0.036, -4.498], [0.025, 0.533, -3.566], [-0.088, -0.097, -2.354], [-0.913, 0.478, -1.354], [0.323, -0.328, 4.499], [4.088, -2.199, 6.092], [5.628, -3.477, 4.745], [4.987, -4.128, 2.388], [2.779, -3.451, 1.488], [1.807, -2.211, -0.385], [2.216, -2.476, -2.677], [2.476, -1.322, -4.878], [0.925, 0.453, -5.516], [-0.525, 1.403, -3.804], [-1.878, -3.765, 2.378], [-0.751, -2.977, 2.462], [-1.454, -2.702, -0.586], [-0.281, -2.430, 3.544], [0.745, -0.406, 2.587], [2.013, 0.253, 2.493], [1.979, 1.505, 1.807], [3.062, 2.402, 1.889], [3.116, 3.563, 1.173], [1.880, 3.952, 0.511], [0.816, 3.127, 0.458], [0.867, 1.917, 1.075], [-2.289, -3.815, 1.448], [-2.511, -3.690, 3.154], [2.757, 0.136, 3.255], [3.896, 2.095, 2.483], [3.929, 4.237, 1.190], [1.861, 4.883, -0.016], [-0.127, 3.275, -0.063], [-3.578, 0.298, -0.088], [-2.548, 0.443, -1.644], [-3.128, -0.861, -2.849], [-3.026, 2.112, -2.418], [-4.407, 2.331, -2.621], [-4.958, 3.359, -3.304], [-4.098, 4.342, -3.798], [-2.760, 4.205, -3.596], [-2.192, 3.135, -2.851], [-3.637, 1.197, 0.585], [-3.200, -0.565, 0.526], [-4.601, 0.121, -0.394], [-3.466, -0.392, -3.786], [-3.923, -1.353, -2.375], [-2.360, -1.621, -2.983], [-5.033, 1.448, -2.431], [-6.047, 3.451, -3.537], [-4.486, 5.192, -4.446], [-2.021, 4.909, -4.070], [-1.099, 3.072, -2.832]],
  "e_homo_ha": [-0.031, -0.034],
  "multiplicity": 4,
  "lumo_ha": [0.148, 0.148],
  "gap_ev": [4.89, 4.95],
  "total_charge": -2,
  "de_lowest_kj_mol": 492.87
}

---

Entry 5:
{
  "formula": "C36H59CdF3N7O4",
  "method": "wB97M-V/def2-TZVPD",
  "symbols": ["Cd", "C", "N", "C", "C", "C", "N", "C", "C", "C", "C", "C", "C", "C", "O", "C", "C", "C", "C", "C", "C", "C", "C", "C", "C", "C", "C", "C", "C", "C", "O", "C", "C", "C", "C", "C", "C", "C", "C", "H", "H", "H", "H", "H", "H", "H", "H", "H", "H", "H", "H", "H", "H", "H", "H", "H", "H", "H", "H", "H", "H", "H", "H", "H", "H", "H", "H", "H", "H", "H", "H", "H", "H", "H", "H", "H", "H", "H", "H", "H", "H", "H", "H", "H", "H", "H", "H", "H", "H", "H", "H", "H", "H", "N", "N", "C", "N", "N", "N", "O", "O", "H", "H", "H", "H", "H", "F", "C", "F", "F"],
  "xyz": [[1.395, -0.041, 1.282], [4.773, -0.537, 1.959], [4.028, 0.121, 0.860], [4.494, 1.504, 0.648], [4.196, -0.701, -0.347], [3.062, -0.393, -1.348], [1.763, -0.945, -0.887], [0.725, -0.411, -1.782], [0.341, 1.089, -1.835], [-0.660, 1.239, -2.787], [-1.245, 2.431, -3.074], [-0.652, 3.542, -2.440], [0.295, 3.488, -1.455], [0.787, 2.182, -1.061], [1.584, 1.979, -0.032], [0.858, 4.786, -0.846], [0.239, 5.135, 0.499], [2.381, 4.751, -0.737], [0.596, 6.012, -1.715], [-2.502, 2.591, -3.920], [-3.649, 2.128, -2.998], [-2.804, 4.009, -4.440], [-2.475, 1.706, -5.195], [1.701, -2.416, -1.011], [0.496, -3.023, -0.327], [-0.512, -3.597, -1.119], [-1.741, -3.981, -0.566], [-1.860, -3.881, 0.817], [-0.896, -3.333, 1.668], [0.305, -2.917, 1.068], [1.242, -2.294, 1.835], [-1.031, -3.617, 3.184], [-0.105, -4.872, 3.306], [-0.478, -2.661, 4.214], [-2.474, -3.916, 3.590], [-2.916, -4.355, -1.432], [-3.901, -3.146, -1.312], [-3.583, -5.703, -0.983], [-2.557, -4.474, -2.915], [5.817, -0.711, 1.688], [4.287, -1.459, 2.231], [4.751, 0.062, 2.896], [5.506, 1.464, 0.282], [4.444, 1.976, 1.620], [3.903, 2.097, 0.013], [4.157, -1.752, -0.113], [5.197, -0.456, -0.852], [3.297, -0.856, -2.292], [2.962, 0.702, -1.429], [-0.202, -0.918, -1.561], [1.048, -0.703, -2.773], [-1.013, 0.352, -3.317], [-1.002, 4.524, -2.736], [0.460, 4.307, 1.173], [-0.867, 5.216, 0.393], [0.647, 6.044, 0.954], [2.693, 3.945, -0.096], [2.748, 5.676, -0.302], [2.815, 4.528, -1.730], [-0.439, 6.222, -1.923], [1.151, 6.053, -2.620], [1.011, 6.908, -1.205], [-3.749, 2.749, -2.114], [-3.498, 1.103, -2.700], [-4.611, 2.188, -3.564], [-3.050, 4.636, -3.582], [-3.707, 3.965, -5.070], [-1.999, 4.471, -4.969], [-2.419, 0.639, -5.001], [-1.584, 1.922, -5.784], [-3.378, 1.862, -5.795], [2.594, -2.834, -0.574], [1.656, -2.655, -2.096], [-0.254, -3.686, -2.170], [-2.791, -4.235, 1.275], [0.867, -4.583, 2.924], [-0.453, -5.659, 2.671], [-0.069, -5.191, 4.383], [0.547, -2.396, 4.054], [-0.614, -3.147, 5.193], [-1.110, -1.745, 4.247], [-2.821, -4.874, 3.293], [-3.193, -3.217, 3.185], [-2.607, -3.932, 4.663], [-4.508, -3.177, -0.389], [-4.612, -3.122, -2.123], [-3.327, -2.228, -1.301], [-3.756, -5.684, 0.092], [-2.923, -6.518, -1.281], [-4.572, -5.896, -1.471], [-2.209, -3.525, -3.354], [-3.437, -4.784, -3.526], [-1.798, -5.262, -3.046], [2.298, 3.178, 2.406], [1.353, 3.090, 3.480], [1.418, 1.937, 4.169], [0.700, 1.999, 5.329], [2.036, 0.890, 3.749], [2.004, -0.279, 4.532], [2.107, -0.124, 5.732], [2.621, -2.793, 1.556], [2.343, 4.154, 2.122], [1.939, 2.622, 1.642], [0.403, 3.343, 3.298], [0.218, 2.870, 5.441], [0.216, 1.146, 5.594], [-1.181, 0.241, 3.264], [-0.774, 0.416, 1.964], [-1.735, -0.289, 1.249], [-1.173, 1.715, 1.733]],
  "e_homo_ha": -0.168,
  "lumo_ha": 0.092,
  "gap_ev": 7.07,
  "total_charge": -1
}

---

Entry 6:
{
  "formula": "C5H7N",
  "method": "wB97M-V/def2-TZVPD",
  "symbols": ["N", "C", "C", "C", "C", "C", "H", "H", "H", "H", "H", "H", "H"],
  "xyz": [[3.026, -0.246, 0.849], [2.020, -0.261, 0.277], [0.727, -0.255, -0.403], [-0.445, -0.987, 0.309], [-1.335, 0.257, 0.086], [-0.086, 1.068, -0.330], [0.866, -0.600, -1.431], [-0.769, -1.919, -0.160], [-0.231, -1.179, 1.363], [-2.055, 0.130, -0.727], [-1.868, 0.625, 0.967], [0.278, 1.729, 0.460], [-0.146, 1.633, -1.263]],
  "e_homo_ha": -0.412,
  "lumo_ha": 0.035,
  "gap_ev": 12.15,
  "de_lowest_kj_mol": 90.97
}

---

Entry 7:
{
  "formula": "C3H4ClI",
  "method": "wB97M-V/def2-TZVPD",
  "symbols": ["C", "C", "C", "Cl", "I", "H", "H", "H", "H"],
  "xyz": [[-0.489, 0.666, 0.007], [-1.779, 0.846, 0.137], [1.655, -1.239, -0.493], [-2.979, -0.326, -0.164], [3.235, -0.165, 0.293], [0.765, -0.461, -0.547], [0.366, 1.223, 0.233], [-2.374, 1.743, 0.671], [1.601, -2.287, -0.136]],
  "e_homo_ha": [-0.341, -0.316],
  "lumo_ha": [-0.025, -0.049],
  "gap_ev": [8.61, 7.27],
  "de_lowest_kj_mol": 476.98
}

---

Entry 8:
{
  "formula": "C4H13N3",
  "method": "wB97M-V/def2-TZVPD",
  "symbols": ["N", "C", "N", "C", "C", "C", "N", "H", "H", "H", "H", "H", "H", "H", "H", "H", "H", "H", "H", "H"],
  "xyz": [[2.197, 1.177, 2.410], [2.375, 1.368, 1.117], [1.697, 0.768, 0.173], [0.550, -0.096, 0.372], [-0.394, -0.029, -0.849], [-1.518, -1.021, -0.637], [-2.605, -1.085, -1.659], [2.844, 1.640, 3.036], [1.281, 1.002, 2.803], [3.201, 1.978, 0.772], [2.102, 0.736, -0.753], [-0.006, 0.040, 1.296], [0.916, -1.122, 0.388], [-0.780, 0.988, -0.947], [0.236, -0.178, -1.724], [-1.984, -0.754, 0.322], [-1.239, -2.056, -0.403], [-2.505, -1.808, -2.380], [-3.498, -1.342, -1.219], [-2.870, -0.205, -2.117]],
  "e_homo_ha": -0.682,
  "lumo_ha": -0.243,
  "gap_ev": 11.94,
  "total_charge": 2,
  "de_lowest_kj_mol": 36.04
}